{"formula": "C44H108N20O12", "method": "ωB97M-V/def2-TZVPD", "spin_multiplicity": 1, "charge": 0, "total_energy_ha": -3739.2215, "smiles": "CC1(C)CCCC(C)(C)N1O.CC1(C)CCCC(C)(C)N1O.CC1(C)CCCC(C)(C)N1O.CC1(C)CCCC(C)(C)N1O.NC(N)=O.NC(N)=O.NC(N)=O.NC(N)=O.NC(N)=O.NC(N)=O.NC(N)=O.NC(N)=O", "relative_energy_kj_mol": 636.8, "species": ["C", "C", "C", "C", "C", "C", "N", "O", "C", "C", "C", "H", "H", "H", "H", "H", "H", "H", "H", "H", "H", "H", "H", "H", "H", "H", "H", "H", "H", "H", "C", "C", "C", "C", "C", "C", "N", "O", "C", "C", "C", "H", "H", "H", "H", "H", "H", "H", "H", "H", "H", "H", "H", "H", "H", "H", "H", "H", "H", "H", "C", "C", "C", "C", "C", "C", "N", "O", "C", "C", "C", "H", "H", "H", "H", "H", "H", "H", "H", "H", "H", "H", "H", "H", "H", "H", "H", "H", "H", "H", "C", "C", "C", "C", "C", "C", "N", "O", "C", "C", "C", "H", "H", "H", "H", "H", "H", "H", "H", "H", "H", "H", "H", "H", "H", "H", "H", "H", "H", "H", "C", "O", "N", "N", "H", "H", "H", "H", "C", "O", "N", "N", "H", "H", "H", "H", "C", "O", "N", "N", "H", "H", "H", "H", "C", "O", "N", "N", "H", "H", "H", "H", "C", "O", "N", "N", "H", "H", "H", "H", "C", "O", "N", "N", "H", "H", "H", "H", "C", "O", "N", "N", "H", "H", "H", "H", "C", "O", "N", "N", "H", "H", "H", "H"], "positions_angstrom": [[1.26052, -5.65200, -2.60562], [0.67681, -6.22255, -1.21822], [0.19944, -4.92697, -0.40028], [-0.66435, -5.18613, 0.88383], [-1.95906, -5.96084, 0.43608], [-1.58978, -7.26452, -0.36734], [-0.57555, -7.02318, -1.42473], [-0.30513, -8.28381, -2.19982], [-1.17305, -8.31792, 0.66770], [-2.83683, -7.78970, -1.07793], [1.78953, -7.05434, -0.45784], [2.11758, -4.98728, -2.49752], [0.51291, -5.07538, -3.15032], [1.48011, -6.52367, -3.22212], [1.08413, -4.35000, -0.13100], [-0.31864, -4.27994, -1.10811], [-1.00881, -4.20451, 1.20919], [-0.14275, -5.69560, 1.69407], [-2.68841, -5.31209, -0.04897], [-2.40133, -6.18173, 1.40752], [-0.40622, -8.05545, 1.39652], [-2.09131, -8.50429, 1.22463], [-0.84537, -9.31522, 0.37423], [-3.10826, -7.12232, -1.89587], [-2.69413, -8.76126, -1.55103], [-3.67797, -7.79027, -0.38469], [1.57268, -8.12229, -0.43390], [1.67588, -6.82619, 0.60195], [2.79740, -6.92491, -0.85222], [-0.78821, -8.18388, -3.02338], [2.88170, -1.12183, 5.03894], [2.62084, 0.37807, 4.73622], [1.51349, 0.43079, 3.66521], [0.74391, 1.75522, 3.44731], [0.32432, 2.36740, 4.85658], [1.47409, 2.38375, 5.90165], [2.07751, 1.02593, 5.98042], [2.90000, 0.84160, 7.05470], [2.42957, 3.52467, 5.61046], [0.79630, 2.57381, 7.24174], [3.82025, 1.12909, 4.05961], [3.28265, -1.67037, 4.18663], [2.07774, -1.65612, 5.54517], [3.59537, -1.26952, 5.84947], [1.88270, -0.08448, 2.77849], [0.68113, -0.20858, 3.95930], [-0.19234, 1.43710, 2.98868], [1.19928, 2.50137, 2.79614], [-0.44322, 1.75140, 5.32512], [-0.00305, 3.38940, 4.66571], [2.76859, 3.47774, 4.57559], [2.01632, 4.52447, 5.74356], [3.34527, 3.52940, 6.20170], [0.05410, 3.37194, 7.25656], [0.31667, 1.62039, 7.46320], [1.55362, 2.79222, 7.99463], [3.53218, 1.91822, 3.36507], [4.56716, 0.55556, 3.51069], [4.32477, 1.55305, 4.92784], [2.24851, 0.46732, 7.65226], [7.53482, -1.77615, -0.68520], [6.78600, -1.48549, 0.59312], [6.47418, 0.06921, 0.67918], [5.25787, 0.52943, -0.10831], [4.03630, -0.32866, 0.18109], [4.23412, -1.81573, 0.04906], [5.51911, -2.27973, 0.68787], [5.70076, -3.64065, 0.67701], [3.15882, -2.42282, 0.92056], [4.12689, -2.19057, -1.49345], [7.68048, -1.83281, 1.76406], [7.62089, -2.85379, -0.82446], [8.53314, -1.33875, -0.69831], [6.84529, -1.46558, -1.47018], [6.45278, 0.60254, 1.62954], [7.29552, 0.55137, 0.14907], [5.47207, 0.52666, -1.17706], [5.04233, 1.56438, 0.15723], [3.33420, 0.01292, -0.57950], [3.63098, -0.09227, 1.16492], [3.12543, -3.51067, 0.98022], [3.27522, -2.20524, 1.98226], [2.17105, -2.15846, 0.54303], [4.04323, -3.26406, -1.66293], [3.18011, -2.00950, -2.00229], [4.87860, -1.82068, -2.19075], [8.06974, -2.84794, 1.68612], [7.15072, -1.80595, 2.71628], [8.47339, -1.08531, 1.78927], [5.83945, -3.82270, -0.25532], [-0.15269, -0.65381, 0.10085], [-0.62455, -0.09769, -1.32448], [-1.55591, -1.16271, -1.96918], [-2.99023, -1.18441, -1.40901], [-3.63047, 0.13551, -1.58072], [-2.76749, 1.25470, -1.00413], [-1.32677, 1.12076, -1.32379], [-0.54168, 2.12134, -0.75474], [-3.31876, 2.60782, -1.75433], [-3.12525, 1.30616, 0.47092], [0.60363, -0.00209, -2.23156], [-0.02508, -1.73632, 0.10281], [-0.87506, -0.44083, 0.88883], [0.79965, -0.17485, 0.32835], [-1.65727, -1.03554, -3.04698], [-1.16683, -2.17645, -1.87415], [-3.01162, -1.41495, -0.34389], [-3.46087, -1.94975, -2.02615], [-4.61327, 0.04529, -1.11805], [-3.84328, 0.26463, -2.64193], [-4.39040, 2.53327, -1.93904], [-2.92292, 3.45796, -1.19876], [-2.96334, 2.64005, -2.78425], [-2.42808, 1.90070, 1.06133], [-4.12611, 1.70677, 0.63175], [-3.22658, 0.40738, 1.07922], [1.41210, 0.56120, -1.76553], [0.38146, 0.68614, -3.04709], [0.97140, -0.93825, -2.65160], [-0.32900, 2.66915, -1.51386], [-7.34148, -0.62383, -2.43177], [-6.94033, -0.95730, -3.53474], [-7.92428, -1.40664, -1.53775], [-7.21342, 0.58150, -2.02041], [-8.09284, -2.34361, -1.87507], [-8.36388, -0.94641, -0.75351], [-6.83756, 1.30980, -2.61067], [-7.47594, 0.88257, -1.09276], [-0.21691, 4.76101, -3.49773], [-0.90192, 5.72687, -3.25232], [-0.33929, 3.82905, -4.38797], [0.75703, 4.42483, -2.70399], [-1.16307, 3.80844, -4.97197], [0.31058, 3.07846, -4.57338], [0.99619, 4.87589, -1.83253], [1.35530, 3.65683, -2.97296], [2.72773, 3.99152, 0.10620], [1.81505, 4.68042, -0.18390], [4.00024, 4.26199, -0.07495], [2.61812, 2.75707, 0.47462], [4.26788, 5.05823, -0.63572], [4.78712, 3.75538, 0.30489], [3.41461, 2.30397, 0.89934], [1.65321, 2.51821, 0.29576], [-5.78754, -1.86256, 1.57578], [-5.28275, -2.61220, 2.34113], [-6.11127, -0.61386, 1.80559], [-5.73170, -2.00210, 0.31002], [-6.61069, -0.03379, 1.14664], [-6.01183, -0.31095, 2.76394], [-5.17579, -2.74737, -0.08449], [-5.84883, -1.25136, -0.35539], [-2.31467, 5.21910, 1.58074], [-2.32829, 6.23008, 2.18167], [-1.25299, 4.43625, 1.34542], [-3.41557, 4.60427, 1.07696], [-1.36772, 3.49529, 0.99678], [-0.31623, 4.59421, 1.68840], [-3.18923, 3.75322, 0.58241], [-4.32257, 5.03924, 1.16786], [3.65230, 1.96031, -4.15974], [2.44051, 2.31179, -4.07597], [4.04228, 0.76729, -3.99700], [4.70558, 2.76517, -4.25070], [5.00094, 0.47430, -3.87363], [3.28608, 0.09937, -4.04321], [4.63539, 3.74536, -4.48397], [5.54344, 2.20933, -4.34626], [-6.99669, 3.69478, -3.84576], [-6.34631, 2.75106, -3.45869], [-6.52839, 4.88564, -4.12037], [-8.29128, 3.62704, -3.93737], [-5.54613, 5.11492, -4.06845], [-7.17577, 5.55500, -4.51145], [-8.73495, 2.77154, -3.63510], [-8.92329, 4.37790, -4.17586], [-4.19520, 7.10237, -2.19821], [-5.14291, 7.59360, -1.65147], [-3.69539, 7.47851, -3.30936], [-3.44231, 6.19528, -1.62419], [-4.22029, 8.19552, -3.78944], [-2.87131, 7.01063, -3.65874], [-3.71669, 5.86907, -0.70854], [-2.62360, 5.87754, -2.12303]]}



{"formula": "C5H5N4S", "method": "ωB97M-V/def2-TZVPD", "spin_multiplicity": 1, "charge": 1, "total_energy_ha": -810.1940, "relative_energy_kj_mol": 682.3, "species": ["C", "C", "C", "C", "C", "N", "N", "N", "N", "S", "H", "H", "H", "H", "H"], "positions_angstrom": [[-1.86685, -0.84918, 2.08933], [-1.14019, -1.16483, 0.95396], [-0.52393, 0.79312, 1.86520], [1.71408, 1.52529, -1.48489], [0.92114, -0.82459, -2.85063], [-1.48777, 0.31397, 2.59588], [1.15075, 0.94300, -0.60566], [-0.33339, -0.07644, 0.82443], [0.63288, 0.01651, -0.09535], [1.70917, 0.42207, -3.26184], [-2.59841, -1.41080, 2.57143], [-1.26674, -1.72697, 0.05561], [0.09070, 1.50503, 2.32560], [2.39620, 2.30288, -1.66920], [0.60236, -1.76905, -3.31388]]}



{"formula": "C2H4N2S2", "method": "ωB97M-V/def2-TZVPD", "spin_multiplicity": 1, "charge": 0, "total_energy_ha": -984.4113, "smiles": "[H]/N=C(\\N)C(=S)S", "relative_energy_kj_mol": 272.1, "species": ["C", "C", "H", "H", "H", "H", "N", "N", "S", "S"], "positions_angstrom": [[-0.55713, -0.16512, 0.04768], [1.01309, 0.03633, 0.04096], [-1.10763, 1.95402, -0.34486], [-2.27653, 0.73608, -0.21563], [-1.81399, -1.55541, -0.11356], [3.04519, -0.58881, 0.61962], [-1.34031, 0.99743, -0.09441], [-0.75149, -1.45172, 0.18076], [1.88324, -1.44065, -0.13800], [1.90555, 1.47786, 0.01745]]}